Record 1
11
Properties=species:S:1:pos:R:3:forces:R:3:nbo_charge:R:1 method="wB97M-V/def2-TZVPD" homo_ev=-2.53 lumo_ev=3.97 charge=-1 relative_energy_ev=0.883 orbital_gap_ev=6.50
S 1.79029 2.05500 -1.74850 0.2 0.2 0.0 -1.06
C 0.37858 -0.93894 1.08237 -1.2 0.1 0.3 -0.65
C -1.60404 -0.27601 -0.37990 0.4 -0.9 1.3 -0.46
C -0.30765 -0.26307 -0.05338 -0.2 0.8 -1.4 -0.16
H 2.12912 3.24412 -1.20660 -0.1 -0.2 -0.1 0.09
H 1.09472 -0.27990 1.56543 0.3 -0.2 0.0 0.22
H -2.30442 -0.57871 0.40197 -0.3 -0.4 -0.4 0.16
H -0.36886 -1.29277 1.80946 0.2 0.1 0.1 0.18
H 0.31582 0.32708 -0.73482 0.4 -0.6 0.0 0.26
H -1.94827 -0.15109 -1.39636 -0.1 0.9 0.1 0.20
H 0.82472 -1.84570 0.66033 0.4 0.3 0.2 0.22

---

Record 2
12
Properties=species:S:1:pos:R:3:forces:R:3:nbo_charge:R:1 method="wB97M-V/def2-TZVPD" homo_ev="-8.46 / -7.83" lumo_ev="-1.76 / -1.89" relative_energy_ev=3.042 orbital_gap_ev="6.70 / 5.94"
S -0.97109 2.49180 -1.51069 -0.9 -1.2 -0.8 -0.22
S -2.53609 -0.23863 1.78839 0.3 0.8 -0.5 0.20
S -1.33724 2.43181 0.69863 0.1 0.7 0.4 0.40
S 2.34288 0.57959 0.90168 -1.3 -1.3 -1.0 0.01
S 0.12366 -2.48852 -1.20309 -0.5 -0.1 -0.4 0.15
C 1.03833 -1.65439 -0.04300 1.0 -0.2 0.6 -0.35
C 1.19125 -0.33284 -0.09458 -0.2 4.3 0.3 -0.41
C -1.94430 1.11123 1.22615 -0.5 -1.5 0.7 -0.49
H 0.49771 0.35377 -0.70696 1.2 -1.4 0.6 0.22
H 1.65155 -2.11755 0.72159 -0.2 -0.7 -0.2 0.24
H -0.25807 3.51512 -1.18448 1.0 1.2 0.1 0.12
H 0.20141 -3.65138 -0.59363 -0.1 -0.7 0.2 0.13

---

Record 3
72
Properties=species:S:1:pos:R:3:forces:R:3:nbo_charge:R:1 method="wB97M-V/def2-TZVPD" homo_ev=-7.44 lumo_ev=0.61 smiles="CCOC(=O)c1c(C)n(C)c2ccc(OC)c(NC(=O)CN3CCN(C4CCCCC4)CC3)c12" relative_energy_ev=2.560 orbital_gap_ev=8.05
O -2.38052 3.50326 0.87617 -0.3 -0.3 0.1 -0.49
O -2.97250 -1.70197 1.58138 -0.1 -0.2 -0.1 -0.65
O -0.54234 1.88574 -0.16184 0.2 0.0 -0.1 -0.60
O -4.06029 -3.11565 0.23012 -0.1 0.3 -0.2 -0.52
N -2.13268 0.82197 1.07163 -0.3 -0.2 0.3 -0.65
N 4.16403 -0.24107 0.45491 0.0 0.0 0.1 -0.46
N -6.30165 0.16843 -0.98051 0.1 -0.3 0.0 -0.33
N 1.51561 0.50835 1.17509 -0.2 0.0 0.1 -0.43
C 3.86603 0.30751 1.76196 -0.2 -0.1 0.2 -0.22
C 5.87568 -1.24044 -0.99917 0.2 -0.1 0.4 -0.40
C -3.26719 1.37467 0.47511 -0.1 0.5 -0.2 0.12
C -5.48770 2.53015 -0.84685 -0.1 -0.1 0.0 -0.24
C -5.82349 -1.02987 -0.56212 0.3 -0.2 0.2 0.29
C -6.62242 -2.26257 -0.78315 0.0 -0.1 0.0 -0.67
C -4.46029 3.31742 -0.36835 0.1 0.1 0.0 -0.28
C -0.84890 1.10590 0.70891 0.1 -0.2 0.0 0.70
C -4.33185 0.57005 0.05189 -0.2 0.3 -0.1 0.00
C 2.43370 -0.05396 2.14436 0.2 0.1 0.1 -0.22
C -4.60556 -0.84783 0.08196 -0.3 0.1 -0.3 -0.29
C 7.65278 1.04126 -0.52278 -0.1 0.1 -0.3 -0.39
C 6.14667 1.14700 -0.30277 0.1 -0.2 0.4 -0.43
C 3.25543 0.34487 -0.51262 -0.2 -0.2 -0.1 -0.23
C 5.57640 -0.22077 0.10432 0.0 0.0 -0.3 -0.02
C -2.25866 4.85861 0.53214 0.0 0.2 0.0 -0.25
C -5.42266 1.16520 -0.62002 0.6 0.3 0.3 0.11
C 7.96712 0.00446 -1.59709 0.2 -0.1 0.3 -0.40
C -3.80023 -1.88190 0.70360 0.1 -0.2 0.2 0.81
C -3.29648 -4.18700 0.77997 0.4 -0.3 0.3 -0.07
C 7.38151 -1.35276 -1.21825 -0.1 0.1 -0.3 -0.39
C 1.82273 -0.02002 -0.13986 0.1 0.2 -0.3 -0.22
C -3.36861 2.76425 0.30640 0.1 -0.3 0.1 0.29
C 0.13663 0.29757 1.55119 0.3 0.1 -0.1 -0.31
C -7.54971 0.36723 -1.66122 -0.3 0.0 -0.1 -0.40
C -1.92924 -4.29550 0.11942 -0.4 0.2 0.1 -0.63
H 5.66910 1.48165 -1.22556 -0.1 0.1 0.0 0.20
H -2.30405 -0.05099 1.57070 0.1 0.2 -0.1 0.44
H 2.20629 0.35935 3.13065 0.0 0.0 0.0 0.20
H 9.04828 -0.07924 -1.72849 0.0 0.0 -0.1 0.20
H -3.89300 -5.08345 0.59539 0.0 0.1 0.1 0.19
H -6.21119 -3.08541 -0.21055 -0.1 0.0 0.0 0.26
H -7.68067 -0.38515 -2.43961 0.0 0.1 0.0 0.21
H 3.47793 -0.04903 -1.50462 0.0 0.0 0.0 0.20
H 6.10820 -0.55202 1.00624 0.0 0.0 0.0 0.19
H -1.34743 -3.39974 0.32170 0.1 0.0 0.0 0.22
H 7.58838 -2.08015 -2.00651 0.0 -0.1 0.1 0.21
H -0.15497 -0.77034 1.49818 0.0 0.1 0.1 0.18
H -2.03970 -4.40729 -0.95655 0.0 -0.1 -0.1 0.21
H 1.13691 0.42633 -0.85952 0.0 -0.1 0.0 0.23
H -8.39256 0.30572 -0.96649 0.0 0.0 -0.1 0.20
H 7.85720 -1.70931 -0.30152 0.0 -0.1 0.0 0.19
H -7.55269 1.35081 -2.12450 0.0 -0.1 0.0 0.22
H 5.45669 -2.20655 -0.71439 -0.1 0.0 0.0 0.22
H 8.05388 2.01416 -0.81669 0.1 0.0 0.1 0.21
H -7.65920 -2.10173 -0.48896 -0.1 0.0 0.0 0.22
H 5.40370 -0.92961 -1.93240 -0.1 0.0 -0.1 0.19
H 8.13627 0.75031 0.41323 0.1 0.0 0.1 0.19
H -1.32546 5.18991 0.98461 -0.1 0.0 0.0 0.20
H -3.08684 5.45572 0.93280 0.0 0.0 0.0 0.17
H 7.53866 0.32951 -2.54809 0.0 0.0 -0.1 0.19
H 1.71147 -1.12086 -0.16349 0.0 0.0 0.0 0.16
H 0.01052 0.62335 2.58830 0.0 -0.1 0.0 0.22
H -2.19879 4.99351 -0.55178 0.0 0.0 0.0 0.18
H 2.34515 -1.15530 2.19467 0.0 0.1 0.0 0.16
H -4.51450 4.38384 -0.51485 0.0 0.1 0.0 0.22
H -6.31389 2.98441 -1.37114 -0.1 0.0 0.0 0.21
H 3.33113 1.44398 -0.53574 0.0 0.0 -0.1 0.18
H 5.93624 1.88339 0.47576 -0.1 0.1 0.0 0.21
H -1.39960 -5.15709 0.51588 0.1 -0.1 0.0 0.22
H 4.55508 -0.12015 2.49495 0.0 0.0 0.0 0.20
H -6.60609 -2.54217 -1.83726 0.0 -0.1 -0.1 0.23
H 3.96225 1.40661 1.78374 0.0 0.0 0.1 0.17
H -3.18407 -4.02958 1.85799 -0.1 -0.1 -0.2 0.20

---

Record 4
9
Properties=species:S:1:pos:R:3:forces:R:3:nbo_charge:R:1 method="wB97M-V/def2-TZVPD" homo_ev="-9.63 / -9.63" lumo_ev="-1.72 / -1.72" smiles="O=C/N=N/[SiH3]" relative_energy_ev=6.189 orbital_gap_ev="7.91 / 7.91"
Si 1.47403 0.31476 -0.98360 1.3 1.7 1.3 1.02
O -2.56527 -0.36243 2.25640 1.3 -0.3 0.2 -0.52
N -0.68501 0.00563 0.86945 8.1 0.1 -4.9 -0.13
N 0.20715 -0.45230 -0.04816 -5.1 1.1 5.2 -0.51
C -1.85210 -0.36425 1.28724 -4.0 -0.7 -1.8 0.48
H 2.61743 -0.21227 -0.17330 -0.1 0.3 -0.3 -0.15
H 1.70368 1.86399 -1.21598 -0.6 -1.5 0.3 -0.16
H -2.27378 -0.36057 0.19434 -0.7 -0.3 1.1 0.13
H 1.37385 -0.43255 -2.18639 -0.2 -0.3 -1.0 -0.16